The following is a quantum chemistry calculation of a molecular structure, C19H21CrO2 in a non-equilibrium geometry, from the Open Molecules 2025 dataset.

Values from the calculation:
Total charge: -1
M in Da: 333.37
2S+1: 5
HOMO level (spin up / spin down) in Eh: -0.0493 / -0.0650
Energy above the lowest of the compared OMol25 structures with the same formula, charge and spin in kJ/mol: 196.6

Geometry as XYZ:
```
43
Properties=species:S:1:pos:R:3:forces:R:3
C -3.82911 -0.25450 -1.53214 1.0 -1.0 0.8
C -3.23484 1.05002 -1.70995 1.1 -2.2 -1.9
C -1.84046 0.81166 -2.08564 -1.0 -1.7 0.8
H -3.68254 2.02400 -1.52342 0.0 -0.4 -0.3
C -1.58703 -0.63002 -1.95830 0.3 1.3 0.0
C -2.75728 -1.28247 -1.42775 -1.3 2.5 -1.8
H -2.96563 -2.34558 -1.27163 0.4 0.5 -0.1
H -4.85936 -0.56548 -1.25785 0.8 0.6 -0.8
H -1.17591 1.57060 -2.46675 0.3 -0.1 0.0
H -0.69508 -1.13189 -2.29659 0.2 0.0 0.2
C -1.83391 1.36733 2.29150 -2.4 -2.4 0.5
C -3.33675 1.10370 2.33426 3.7 -1.7 0.2
C -3.50940 -0.33342 2.23111 3.2 0.2 0.8
H -3.95670 1.89112 1.92991 -0.4 -0.2 0.7
C -2.15715 -1.00927 2.19891 -1.5 3.6 0.7
C -1.17627 0.07127 2.38105 -1.0 0.3 -0.5
H -0.14783 -0.06700 2.66490 0.3 -0.1 -0.2
H -1.42583 2.37568 2.37907 0.2 -0.5 0.0
H -4.35462 -0.97612 1.98422 -0.1 0.7 0.5
H -2.03355 -2.07741 2.28080 0.3 0.0 0.0
Cr -1.83251 0.15509 0.15278 -1.6 -0.2 0.8
O 1.94490 0.10959 -0.37454 1.4 0.3 -1.2
C 2.42819 1.14516 -1.26550 0.7 -1.9 -0.2
C 3.05196 -0.26921 -1.26027 -1.2 1.9 0.1
H 1.76999 1.36564 -2.13393 0.4 0.1 0.9
H 3.04513 1.96397 -0.82105 -0.8 -0.7 -0.3
H 2.79620 -0.92412 -2.11146 -0.1 0.3 0.6
H 5.16020 -1.44815 -2.44562 0.2 0.0 0.4
C 5.41192 -1.12848 -1.42928 -0.6 0.6 0.8
C 4.40168 -0.48360 -0.66485 0.4 -0.2 0.3
C 4.67976 -0.05347 0.65010 0.2 -0.3 -0.3
H 3.89012 0.41950 1.25678 0.4 -0.3 -0.5
C 5.95267 -0.27433 1.19238 0.1 -0.1 -0.4
H 6.16481 0.04605 2.21794 -0.1 -0.1 -0.4
C 6.95571 -0.90456 0.43309 -0.4 0.1 -0.1
H 7.95153 -1.07212 0.85659 -0.4 0.1 -0.1
C 6.67913 -1.32907 -0.87745 -0.3 0.2 0.1
H 7.44056 -1.82345 -1.48260 -0.1 0.1 0.3
C -5.57426 0.57644 0.62534 2.5 0.6 -0.6
O -4.21145 0.54620 0.34821 -1.7 0.1 0.1
H -5.70520 0.94946 1.68283 -0.8 -0.2 -0.8
H -6.00535 -0.44100 0.48846 -0.5 0.4 0.2
H -5.83644 1.28225 -0.18368 -1.8 0.0 0.6
```
Positions in Å, forces in eV/Å.